Formula: C54H141N11O16
Source: the OMol25 dataset
Level of theory: the ωB97M-V functional and the def2-TZVPD basis

XYZ file:
```
222
Properties=species:S:1:pos:R:3:forces:R:3:mulliken_charge:R:1
C 1.415729 -4.019665 -0.445863 1.9 -8.6 2.7 -1.212
C 2.191859 -5.290125 0.005567 0.1 0.3 -0.7 -0.452
C 2.151929 -6.486605 -1.000653 -0.6 0.8 1.1 -1.183
O 0.802679 -6.945145 -1.107543 0.5 -0.5 -1.8 -0.284
C 0.633779 -7.848915 -2.249923 -0.4 0.4 1.3 -0.845
N 3.581909 -4.857395 0.101187 0.6 -0.5 -0.7 -0.577
H 1.630219 -3.191945 0.230137 1.4 -3.5 2.0 -0.239
H 0.341489 -4.204325 -0.450573 -0.1 -0.7 0.2 0.804
H 1.696469 -3.762485 -1.467203 0.7 -1.7 0.6 0.498
H 1.950719 -5.519605 1.043497 -1.1 -0.8 -0.2 0.703
H 2.822299 -7.291815 -0.700093 0.0 -0.4 0.5 0.567
H 2.603709 -6.159845 -1.937243 -0.4 0.4 -0.4 0.448
H -0.405381 -8.177725 -2.238713 0.1 -0.1 0.3 0.263
H 1.287859 -8.712585 -2.130133 0.1 -0.1 -0.1 0.335
H 0.769399 -7.415065 -3.240623 0.5 0.5 0.2 0.310
H 3.677479 -4.160065 0.825557 0.0 0.1 0.2 -0.099
H 4.058389 -5.691225 0.413887 0.8 0.2 0.2 0.368
C 0.609949 -1.747255 4.281157 0.1 0.3 -0.3 -1.660
C 0.701969 -0.255645 3.855957 0.7 -1.1 0.9 -0.431
C 1.858649 -0.101815 2.810147 0.1 -0.5 1.2 1.520
O 3.103569 -0.442615 3.399467 1.3 0.0 0.6 -0.887
C 4.258379 -0.230515 2.515187 -1.7 0.2 0.1 0.333
N -0.612291 0.306525 3.469747 0.7 -7.5 0.7 -0.033
H 0.134989 -1.836725 5.258147 -0.5 -0.1 -0.2 0.540
H 1.550489 -2.283515 4.407317 0.5 0.6 -0.1 0.201
H 0.112419 -2.323095 3.500787 -0.6 0.0 0.1 0.044
H 0.897229 0.347345 4.742737 1.3 -1.5 -0.1 0.211
H 1.905089 0.926805 2.452537 0.3 -0.2 0.1 0.158
H 1.700699 -0.745905 1.945097 0.5 0.1 2.0 -0.224
H 4.204159 0.809105 2.192157 0.1 -0.2 -0.3 -0.259
H 4.244409 -0.926855 1.676717 -0.9 0.5 0.0 -0.529
H 5.229239 -0.409255 2.977337 -1.6 0.8 0.4 0.554
H -1.221511 0.211785 4.269737 0.2 -0.7 0.4 0.502
H -0.436161 1.300805 3.491557 -2.6 -1.5 -0.3 0.995
C -2.043011 3.475635 3.030047 1.4 0.4 0.3 -0.777
C -0.597141 4.025135 2.886977 -1.4 0.8 -0.3 -0.413
C 0.460459 2.932385 2.618947 -1.5 2.1 1.4 0.494
O 0.451159 1.960865 3.659607 7.5 10.2 1.9 0.796
C 1.110509 2.386195 4.878047 -0.8 -0.2 0.4 -1.371
N -0.590641 4.975445 1.768917 -0.4 6.3 15.7 -0.714
H -2.451471 3.269655 2.040687 0.6 0.2 1.0 -0.721
H -2.715441 4.180365 3.519237 0.2 0.5 -0.2 1.087
H -2.051281 2.643525 3.734067 -0.2 -0.4 -0.4 0.128
H -0.481591 4.583155 3.816147 0.9 -0.1 0.2 0.474
H 1.434149 3.394435 2.456037 -0.1 -0.2 0.2 -0.497
H 0.218649 2.350365 1.729627 -1.1 2.9 1.8 -1.113
H 2.196629 2.331105 4.804387 0.0 0.1 -0.3 0.217
H 0.796149 1.632045 5.599527 0.1 0.4 0.3 0.535
H 0.754289 3.335775 5.277427 0.1 0.2 -0.5 0.450
H -0.631781 4.490775 0.883767 1.6 3.0 11.1 -1.272
H 0.332229 5.381485 1.828427 -0.1 0.3 0.6 0.610
C -6.729911 1.073095 2.979967 0.0 -0.8 0.3 -1.144
C -5.934071 -0.202575 3.389597 1.2 0.8 -0.7 1.497
C -4.805341 0.067655 4.422087 0.3 -0.1 -0.1 -1.003
O -3.658471 0.807135 3.982397 -0.7 0.3 -0.1 -0.324
C -2.797611 0.207135 2.989367 -3.6 -0.7 1.0 -1.817
N -6.826541 -1.251405 3.823117 -0.7 0.5 0.1 -0.722
H -7.138141 1.566105 3.862237 -0.2 0.0 0.0 0.417
H -7.530681 0.728835 2.325477 -0.2 0.1 0.2 0.382
H -6.166461 1.808175 2.405267 0.0 -0.2 0.5 0.098
H -5.452511 -0.534845 2.469937 0.1 -0.3 -0.1 -0.448
H -4.454521 -0.853695 4.886997 0.1 -0.7 -0.4 0.378
H -5.245081 0.558345 5.290387 0.1 0.7 -0.1 0.485
H -2.423631 -0.720495 3.422677 -0.3 0.1 -0.4 1.489
H -1.994631 0.887165 2.704987 -2.4 0.1 1.7 -0.996
H -3.282711 -0.021465 2.040407 -0.8 -0.4 0.4 0.240
H -6.409151 -2.161935 3.952847 0.3 0.2 0.0 0.266
H -7.258381 -0.942445 4.682277 -0.2 -0.3 0.2 0.247
C -1.241831 0.770565 0.853017 3.0 0.8 1.0 -0.773
C 0.224459 1.033415 0.574847 -0.3 -1.5 -2.2 0.520
C 1.090319 -0.239635 0.323047 -2.5 -1.7 -0.4 -1.335
O 0.876599 -0.820895 -0.971093 -0.6 0.1 2.1 0.189
C 1.356149 -2.151985 -1.072103 -4.3 5.0 -1.4 1.552
N 0.297689 1.943745 -0.561483 0.4 -0.8 0.4 0.248
H -1.345951 0.323295 1.841557 1.3 -1.1 -2.1 0.990
H -1.630461 0.114115 0.074467 4.3 4.1 0.4 -0.240
H -1.823401 1.680345 1.001917 1.6 0.1 -0.8 1.471
H 0.721349 1.531945 1.407117 0.6 -2.8 -1.8 -1.670
H 0.736839 -1.016945 1.000497 -0.3 0.1 -0.4 -0.009
H 2.141839 -0.018825 0.506497 -0.5 -0.3 0.3 1.758
H 0.750109 -2.828655 -0.469663 -2.7 5.0 -1.9 0.595
H 2.377609 -2.166005 -0.691943 -5.1 -1.1 -0.3 -1.362
H 1.268879 -2.514975 -2.096183 0.0 1.3 -0.2 -1.409
H -0.119811 2.832185 -0.323873 0.7 -2.0 -0.5 0.895
H -0.137081 1.591795 -1.402443 0.0 -1.4 0.6 0.763
C -3.627151 6.187685 -0.177163 -0.1 0.2 1.1 -1.067
C -4.962601 5.500665 0.199277 1.2 -0.6 0.1 0.453
C -4.878421 4.153745 1.026427 1.5 1.0 0.3 -1.127
O -3.912981 3.201135 0.524347 -1.3 0.0 0.7 0.010
C -3.870461 2.045205 1.378337 -1.6 -0.7 -0.3 -2.129
N -5.691251 6.534715 0.946197 -0.9 -0.6 -0.4 -0.719
H -3.859361 7.087135 -0.747413 -0.1 0.1 0.2 0.264
H -2.837081 5.656625 -0.708073 -2.2 1.1 1.3 -0.468
H -3.139041 6.451165 0.761147 -0.1 0.6 0.2 0.519
H -5.403911 5.253295 -0.766203 -0.8 0.2 0.1 0.338
H -5.856101 3.714465 1.224587 -0.2 -0.2 -0.6 0.374
H -4.521861 4.420165 2.021417 0.1 0.3 0.3 0.454
H -4.836061 1.543015 1.437817 0.1 0.0 -0.6 1.365
H -3.581171 2.209165 2.416377 -0.9 0.5 -0.5 0.738
H -3.118421 1.316315 1.076277 -1.7 1.0 -0.8 -0.182
H -5.175231 6.984695 1.688717 0.6 -0.2 -0.2 0.243
H -6.505491 6.154665 1.407367 -0.3 -0.1 -0.1 0.314
C -5.038481 -4.202805 -2.968783 0.0 1.2 0.5 -0.252
O -5.793861 -3.098715 -2.393713 0.1 -2.1 0.1 -0.506
C -5.307811 -1.797105 -2.637353 -2.1 0.0 3.1 -0.375
C -3.878301 -1.494515 -2.007063 -3.3 -0.8 -0.3 0.786
N -3.764001 -1.812325 -0.595253 0.1 0.2 0.2 0.043
C -2.431341 -1.380975 -0.159643 -1.4 -2.4 0.1 0.262
C -1.944121 -2.221405 1.049967 0.7 0.4 0.0 -0.724
O -1.938111 -3.589825 0.721787 -0.8 -0.3 -1.6 -0.426
C -1.342621 -4.560755 1.519517 -0.3 -0.1 1.2 -0.709
H -4.022621 -4.192425 -2.573793 0.1 0.2 0.0 -0.039
H -5.009131 -4.042905 -4.046593 -0.1 -1.1 0.5 0.257
H -5.390351 -5.204695 -2.722783 -0.9 0.4 0.2 0.418
H -6.122951 -1.180895 -2.257973 0.3 0.3 0.9 0.486
H -5.328581 -1.570655 -3.703373 -3.7 -0.4 2.7 0.345
H -3.712401 -0.429495 -2.169313 -2.5 -2.2 0.1 -0.279
H -3.107021 -2.001005 -2.587313 -1.9 1.5 1.0 -1.134
H -3.759211 -2.811435 -0.447403 -0.4 -0.3 -0.3 0.626
H -2.377021 -0.321815 0.091987 -4.8 -3.5 -0.1 -0.019
H -1.750531 -1.427375 -1.009613 0.5 -0.5 0.4 -0.492
H -2.515971 -2.022735 1.956407 -0.5 -0.3 -0.2 1.307
H -0.934621 -1.924055 1.333847 0.3 0.2 -0.1 -0.869
H -0.254701 -4.577125 1.454217 0.1 0.0 0.0 0.240
H -1.747431 -5.544905 1.283537 0.1 0.1 -0.7 0.225
H -1.631441 -4.472725 2.566857 0.1 0.5 0.4 0.329
C -0.599031 -0.657445 -2.902043 -1.1 3.2 0.1 -0.029
O -1.016041 0.593895 -2.282063 -1.3 0.7 0.7 -0.064
C -2.367111 0.992785 -2.482173 1.0 0.8 0.8 -1.054
C -2.529331 2.344565 -1.716313 0.5 -2.1 -0.6 -0.304
N -1.505571 3.244135 -2.155813 -0.8 1.2 -0.9 -0.138
C -1.647341 4.522725 -1.440973 2.4 -1.9 -2.1 -1.307
C -1.352561 4.425745 0.038487 -7.9 0.1 -10.5 -0.067
O -0.004311 3.996935 0.271687 7.7 -2.8 -10.9 -0.016
C 1.041069 4.979685 0.001377 -0.3 0.6 -2.1 -0.756
H 0.454669 -0.708335 -2.627773 -3.3 0.2 0.2 -0.372
H -0.758191 -0.505385 -3.969583 -2.1 4.3 2.6 -0.438
H -1.165761 -1.554715 -2.653373 0.0 1.3 1.2 0.005
H -2.930601 0.160245 -2.060913 1.9 3.0 0.3 -1.423
H -2.633521 1.033055 -3.538343 0.1 0.2 -0.5 1.048
H -2.305831 2.054975 -0.689533 -0.7 0.2 -0.1 0.606
H -3.509001 2.818515 -1.777233 0.0 -0.3 -0.2 1.139
H -0.622011 2.802665 -1.944813 -0.3 1.0 -0.7 0.189
H -2.594781 5.001765 -1.687903 0.7 -1.4 -0.9 0.920
H -0.873431 5.139105 -1.898403 0.0 0.6 0.1 0.119
H -2.017151 3.690035 0.491427 0.6 0.3 -0.2 0.700
H -1.566451 5.376285 0.527187 -0.6 -0.2 -1.6 0.097
H 1.227019 4.986125 -1.072623 0.1 -0.2 -0.1 0.193
H 2.005029 4.797615 0.476507 -0.6 -0.6 0.3 0.000
H 0.681929 5.979955 0.243397 0.0 -0.1 -0.1 0.811
C 3.546189 0.761565 -5.661563 4.4 4.4 -1.7 -1.607
O 3.577029 -0.333855 -4.730453 18.1 2.0 7.7 -0.168
C 3.587469 0.010785 -3.393113 -0.9 1.1 0.0 -0.285
C 2.213979 0.457685 -2.842133 0.9 1.2 2.5 0.281
N 2.314379 0.787535 -1.397013 0.1 5.1 -3.4 1.697
C 2.977489 2.049905 -1.158343 -1.1 1.7 -0.7 -2.526
C 3.255689 2.385715 0.329827 0.6 -3.1 -1.2 0.073
O 3.699389 3.677815 0.528557 0.0 1.4 1.1 -0.638
C 3.911659 4.021795 1.924557 0.1 -0.4 -0.6 -0.464
H 3.888309 0.348985 -6.610683 0.0 0.1 0.1 0.434
H 4.245849 1.554135 -5.396213 0.4 -0.2 0.5 0.405
H 2.570029 1.210775 -5.844393 1.5 0.2 0.9 0.496
H 4.369269 0.722475 -3.127793 0.1 -0.1 -0.1 0.748
H 3.737019 -0.892365 -2.801463 0.5 1.7 -8.0 -0.221
H 1.455779 -0.324425 -2.881163 2.2 0.9 -0.3 -1.244
H 1.761399 1.254725 -3.432043 0.4 1.0 0.8 0.640
H 1.393289 0.845985 -0.986793 1.1 1.4 -1.9 -1.258
H 2.204289 2.743135 -1.489543 0.2 1.0 0.0 0.202
H 3.801659 2.188085 -1.858163 0.5 0.0 0.6 0.875
H 3.973189 1.626535 0.641167 0.8 0.3 0.0 0.395
H 2.404869 2.010205 0.898327 -0.4 1.2 0.1 1.175
H 3.885929 5.096695 2.103467 0.0 0.2 -0.7 0.394
H 4.896249 3.676645 2.240077 -0.1 -0.3 0.1 0.362
H 3.120259 3.626555 2.561397 0.3 -0.4 0.0 0.139
C 3.622719 -0.979845 -0.977743 3.3 -4.9 3.8 -0.123
O 4.762329 -0.849205 -0.183053 1.6 1.9 -0.7 0.177
C 5.783419 -1.759505 -0.435903 1.6 0.0 0.4 -0.661
C 7.079179 -1.332185 0.396627 -2.6 -1.3 0.2 -0.962
N 6.732189 -1.706745 1.786937 2.4 0.2 -0.4 -0.262
C 7.632959 -1.119205 2.800937 -1.5 -0.2 -0.5 -0.685
C 7.156279 -1.529725 4.130407 -0.4 -0.8 2.0 -0.709
O 5.869439 -0.985545 4.417727 0.9 -0.7 0.9 -0.191
C 5.308089 -1.446375 5.625747 0.2 0.8 0.7 -0.819
H 2.889299 -0.222455 -0.701033 1.4 -1.1 -0.5 -1.167
H 3.210249 -1.967635 -0.772233 5.6 0.8 0.0 0.513
H 3.754419 -1.059065 -2.056853 0.8 -1.6 8.1 -0.728
H 6.048619 -1.846705 -1.489543 -0.1 0.2 -0.3 0.275
H 5.347399 -2.710525 -0.130043 0.7 -0.6 0.1 0.282
H 7.269869 -0.273505 0.220677 -0.3 0.4 0.2 0.391
H 7.990979 -1.844695 0.089927 -0.2 -0.4 -0.1 0.448
H 5.754049 -1.606085 2.017587 0.6 0.1 -0.3 0.377
H 7.583649 -0.031015 2.839817 0.3 0.5 -0.5 0.261
H 8.671469 -1.442145 2.728037 0.0 -0.1 -0.5 0.445
H 7.868629 -1.227735 4.898167 0.1 0.3 0.2 0.464
H 7.082839 -2.612425 4.232697 0.0 -0.3 -0.3 0.394
H 5.272699 -2.530285 5.735237 -0.1 -0.1 -0.3 0.339
H 4.332719 -0.982615 5.773037 -0.2 -0.3 -0.6 0.147
H 5.870029 -1.045465 6.469307 0.5 -0.1 0.2 0.332
C -4.136571 -1.954615 -4.796813 3.0 1.2 -2.0 -0.916
O -2.709511 -2.127045 -4.843293 0.1 -0.1 -1.4 -0.378
C -2.162091 -3.017135 -3.929633 1.9 -0.9 0.4 0.701
C -0.607161 -3.159895 -4.091553 -1.1 0.1 -0.8 -0.861
N 0.014279 -1.818765 -4.100443 3.6 -8.2 -6.6 0.043
C 1.432439 -1.785615 -4.566513 -0.4 0.8 -0.3 -0.683
C 1.780219 -0.387025 -5.187593 -10.3 -3.3 -3.0 -0.722
O 1.040509 -0.268175 -6.382583 -2.3 -0.1 -1.9 -0.548
C 1.367979 0.807885 -7.225463 -1.5 -0.1 -1.0 -1.043
H -4.405861 -1.379175 -3.911123 4.0 0.0 -3.0 0.190
H -4.702861 -2.885895 -4.808973 0.4 0.6 -0.4 0.206
H -4.451871 -1.293905 -5.604373 0.3 -0.3 -0.6 0.459
H -2.624591 -4.003895 -3.907253 0.1 -0.1 -0.5 0.778
H -2.309591 -2.621975 -2.924553 1.3 -1.7 -0.8 0.535
H -0.439201 -3.799055 -4.958373 0.4 0.2 -0.5 0.679
H -0.228991 -3.744465 -3.252883 0.0 0.1 0.4 0.071
H -0.466571 -1.239795 -4.773993 0.4 -2.1 -1.8 0.918
H 1.666759 -2.576405 -5.279133 -0.1 -0.1 -0.2 0.591
H 2.020329 -1.946345 -3.662813 0.4 -0.2 -0.3 0.165
H 2.851949 -0.322485 -5.375583 -10.1 -4.4 -4.7 1.797
H 1.500309 0.402775 -4.490483 -0.5 -0.7 -1.6 0.108
H 0.618149 0.842925 -8.015793 -0.7 0.2 0.4 0.385
H 2.237689 0.798575 -7.882443 0.8 -0.7 0.5 0.326
H 1.418609 1.745695 -6.672243 -0.7 0.4 -0.3 0.438
```
Positions in Å, forces in eV/Å.

The gap between HOMO and LUMO comes out at 6.78 eV. Its total charge is 0. Its highest occupied orbital energy is -6.27 eV. The molar mass is 1200.78 g mol⁻¹. The calculation puts the energy relative to the best compared isomer or geometry (same formula, charge and spin) at 1586.5 kcal/mol.